Density functional theory data (ωB97M-V/def2-TZVPD) for a single C4H4O molecule.

```
9
Properties=species:S:1:pos:R:3:forces:R:3
O -0.332230 -0.027461 1.498047 -0.2 -0.2 0.1
C -1.389136 -0.106252 0.669786 0.3 0.0 0.0
C -0.757394 -0.003699 -0.668045 -0.2 0.0 0.0
C 0.711714 -0.134853 -0.489457 0.0 0.1 0.3
C 0.886949 -0.106642 0.829886 0.1 -0.1 -0.3
H -1.084484 1.069191 -0.483518 0.3 0.2 -0.5
H -1.266912 -0.304934 -1.581159 0.0 -0.1 0.3
H 1.475697 -0.250422 -1.246340 -0.2 0.2 0.1
H 1.755797 -0.134927 1.470800 -0.1 0.0 -0.1
```
Positions in Å, forces in eV/Å.

## Properties
Total charge: 0
Relative energy (zero: lowest compared OMol25 entry of this formula, charge and spin) in kcal/mol: 62.6
LUMO energy in eV: 0.93
HOMO energy in hartree: -0.3289
Frontier orbital gap in eV: 9.88